The following is a DFT calculation (ωB97M-V/def2-TZVPD) of 14 unconnected molecules or ions with the total composition C19H56N19O29P2S in a non-equilibrium geometry.

Summary:
2S+1 = 1
E_tot = -5059.1466 a.u.
net charge = +1
lowest unoccupied orbital energy = -0.167 Ha
frontier orbital gap = 0.2558 hartree

Structure (XYZ):
```
126
Properties=species:S:1:pos:R:3:mulliken_charge:R:1
N 3.78 -3.63 3.26 -0.412
C 3.93 -3.60 1.76 -0.040
C 5.37 -3.05 1.21 -0.471
C 5.79 -1.55 1.75 -0.265
C 5.27 -0.40 0.65 -0.904
N 3.87 -0.63 0.15 0.775
C 2.69 -0.28 0.72 -0.135
N 1.40 -0.67 0.01 -0.138
C 0.40 -0.12 1.00 -0.282
P -1.45 -0.39 0.61 1.007
O -2.34 0.00 2.08 -0.604
O -1.74 -2.11 0.24 -0.506
S -2.11 0.65 -0.91 -0.246
N 1.12 0.54 2.16 -0.255
N 2.53 0.47 2.01 0.545
P 3.63 1.18 3.20 0.006
N 4.42 2.64 2.49 -0.456
O 2.59 1.86 4.46 -0.525
H 4.49 -3.05 3.75 0.237
H 2.81 -3.26 3.46 0.235
H 3.78 -4.72 1.37 0.223
H 3.04 -2.98 1.31 -0.243
H 6.22 -3.87 1.40 0.373
H 5.29 -2.96 0.02 0.120
H 5.48 -1.32 2.85 0.253
H 6.98 -1.51 1.71 0.332
H 5.49 0.71 1.04 0.184
H 6.00 -0.53 -0.28 0.410
H 3.80 -1.18 -0.76 -0.052
H -1.70 -0.30 2.81 0.324
H -0.88 -2.56 0.00 0.316
H 0.58 0.96 2.94 0.369
H 4.18 3.51 3.03 0.251
H 5.45 2.47 2.47 0.298
H 1.98 2.51 3.96 0.323
C 3.49 1.87 -3.11 -1.055
N 4.78 1.17 -3.33 1.100
O 5.18 1.08 -4.50 -0.567
O 5.36 0.73 -2.33 -0.607
H 3.10 2.20 -4.07 0.396
H 2.81 1.16 -2.63 0.177
H 3.69 2.73 -2.46 0.564
C 5.09 -6.75 4.20 -0.649
N 5.47 -7.18 2.83 0.841
O 5.90 -8.33 2.69 -0.513
O 5.33 -6.34 1.92 -0.516
H 5.27 -7.58 4.89 0.306
H 5.71 -5.89 4.46 0.236
H 4.03 -6.48 4.18 0.257
C -4.84 2.06 1.84 0.021
N -4.38 3.34 1.25 0.903
O -3.20 3.40 0.88 -0.442
O -5.22 4.25 1.17 -0.550
H -4.01 1.35 1.85 -0.270
H -5.18 2.27 2.86 0.324
H -5.66 1.68 1.22 0.070
C 1.43 -3.79 -2.61 -0.862
N 2.59 -2.89 -2.34 0.909
O 2.52 -1.73 -2.76 -0.480
O 3.54 -3.38 -1.71 -0.513
H 0.68 -3.23 -3.16 0.324
H 1.80 -4.63 -3.19 0.355
H 1.04 -4.11 -1.64 0.292
C -9.15 -0.26 0.31 -0.781
N -7.80 0.26 0.62 0.908
O -6.94 0.17 -0.27 -0.506
O -7.63 0.74 1.75 -0.505
H -9.16 -0.65 -0.71 0.313
H -9.38 -1.05 1.03 0.303
H -9.86 0.57 0.40 0.293
C -5.85 -2.80 1.74 -0.740
N -7.23 -3.33 1.87 0.895
O -7.38 -4.55 1.79 -0.519
O -8.13 -2.50 2.05 -0.569
H -5.16 -3.63 1.59 0.350
H -5.83 -2.12 0.89 0.247
H -5.61 -2.27 2.67 0.295
C 0.45 3.86 0.95 -0.408
N 1.81 4.38 1.26 1.013
O 2.66 4.29 0.37 -0.464
O 1.97 4.87 2.39 -0.603
H 0.44 3.47 -0.07 0.262
H 0.23 3.07 1.67 -0.020
H -0.25 4.69 1.05 0.313
C -1.52 8.28 2.27 -0.800
N -1.14 7.85 0.89 0.829
O -0.72 6.70 0.76 -0.590
O -1.28 8.68 -0.01 -0.455
H -1.35 7.45 2.96 0.305
H -0.90 9.13 2.53 0.308
H -2.58 8.54 2.25 0.306
C -0.72 8.90 -3.02 -0.702
N -0.12 9.63 -4.18 0.850
O 1.03 9.31 -4.51 -0.512
O -0.82 10.49 -4.72 -0.504
H 0.01 8.18 -2.65 0.300
H -0.95 9.64 -2.25 0.283
H -1.62 8.40 -3.38 0.292
C 5.46 5.49 -4.59 -0.736
N 4.28 4.72 -4.12 0.844
O 4.33 4.24 -2.98 -0.537
O 3.33 4.62 -4.91 -0.510
H 6.22 5.49 -3.80 0.312
H 5.85 4.99 -5.48 0.300
H 5.13 6.50 -4.81 0.285
C -3.62 2.64 -4.12 -0.488
N -3.24 2.21 -5.49 0.853
O -2.82 1.06 -5.63 -0.511
O -3.38 3.04 -6.40 -0.511
H -3.45 1.81 -3.43 0.068
H -3.00 3.49 -3.86 0.284
H -4.68 2.90 -4.14 0.298
C 0.27 -8.54 -3.00 -0.715
N 0.66 -7.30 -2.28 0.826
O 0.43 -6.22 -2.84 -0.549
O 1.20 -7.44 -1.17 -0.491
H -0.19 -8.26 -3.95 0.314
H 1.17 -9.13 -3.16 0.293
H -0.45 -9.07 -2.37 0.283
C -7.88 -7.68 2.25 -0.597
N -6.69 -8.23 2.96 0.819
O -6.85 -9.29 3.58 -0.505
O -5.64 -7.59 2.87 -0.512
H -8.73 -8.35 2.41 0.333
H -8.08 -6.69 2.66 0.229
H -7.63 -7.63 1.19 0.236
```